No. 1
{"formula": "C30H41BrCrF4N2O3P2", "method": "ωB97M-V/def2-TZVPD", "orbital_gap_ev": [4.518, 4.999], "relative_energy_ev": 1.523, "e_homo_ev": [-11.698, -11.698], "charge": 2, "multiplicity": 5, "max_force_ev_per_a": 4.703, "species": ["H", "C", "H", "H", "H", "C", "C", "F", "H", "C", "H", "H", "C", "H", "O", "C", "F", "C", "C", "H", "F", "H", "N", "F", "H", "C", "H", "H", "Br", "C", "H", "H", "C", "H", "P", "H", "O", "C", "C", "H", "Cr", "H", "C", "C", "C", "H", "C", "C", "H", "H", "H", "C", "H", "P", "H", "N", "H", "O", "H", "C", "H", "C", "H", "C", "C", "H", "C", "H", "H", "H", "C", "H", "H", "C", "C", "C", "H", "C", "C", "H", "H", "H", "H", "H"], "coordinates": [[-2.28, -0.86, -1.87], [2.81, 0.46, -3.23], [3.90, -3.90, -0.91], [1.44, -5.52, -1.90], [-1.35, 7.01, 0.77], [-0.46, 5.21, 0.04], [3.17, 3.52, 0.11], [3.25, 4.28, -1.00], [-2.40, 1.90, 3.48], [-0.83, 6.56, -0.09], [-1.44, -7.62, 1.06], [-2.63, 0.25, 2.84], [0.69, 5.30, -2.06], [3.78, -4.55, -2.55], [0.84, -5.58, 2.38], [-3.53, 3.36, 1.93], [5.08, 3.06, 3.20], [1.88, 2.08, 1.54], [0.92, 2.52, -3.55], [2.42, -4.38, 2.96], [2.77, 1.69, 3.68], [3.57, -0.33, -3.07], [-3.16, 0.95, -1.09], [5.24, 4.47, 0.82], [2.30, -4.79, 5.27], [2.01, 2.81, 0.33], [0.51, 7.10, -3.09], [2.83, 0.43, -5.41], [0.37, 1.01, 2.09], [1.53, 1.97, -4.64], [-3.78, 1.72, -3.00], [0.50, -4.84, 5.29], [1.43, -5.19, 4.75], [-0.63, -10.29, 0.89], [0.53, 2.74, -0.74], [2.63, -3.29, -1.97], [1.73, -4.88, 0.14], [4.17, 3.67, 1.05], [4.09, 3.01, 2.27], [-0.05, -8.01, 2.23], [-1.47, 1.64, 0.27], [-2.55, 3.82, 2.13], [1.23, 2.01, -2.24], [-4.43, 1.26, 0.97], [-3.05, -0.57, -1.08], [-0.61, 4.68, 1.01], [-0.55, 7.28, -1.25], [2.10, 0.93, -2.11], [2.27, 0.37, -1.19], [-5.28, 1.06, -1.00], [-0.71, -9.25, -0.67], [0.20, 4.54, -0.96], [-0.81, 8.33, -1.31], [0.37, -5.46, 0.84], [0.79, -9.56, 0.21], [-3.23, 1.88, 1.61], [-4.05, -1.02, -1.31], [0.46, -7.05, 0.43], [-4.27, 3.38, 2.71], [-0.42, -8.01, 1.15], [-2.17, 0.93, -2.90], [2.36, 0.85, -4.51], [2.87, -6.22, -1.00], [-0.29, -9.32, 0.36], [-3.08, 1.24, 2.99], [-3.97, 1.07, 3.51], [-2.86, 1.61, -2.39], [1.07, 2.18, -5.60], [-2.40, 2.58, -2.17], [-4.49, 0.21, 1.16], [1.47, -4.63, 3.34], [-4.04, 3.86, 1.04], [1.49, 4.93, -2.66], [2.25, -5.31, -1.17], [0.29, 6.61, -2.22], [-4.37, 1.47, -0.48], [-4.38, 2.55, -0.74], [2.92, 2.28, 2.42], [3.16, -4.22, -1.69], [0.16, 3.25, -3.74], [-2.67, -0.92, -0.10], [1.41, -6.28, 4.63], [-5.34, 1.70, 1.42], [0.78, -3.73, 3.30]]}

No. 2
{"formula": "C30H41CeN4O6", "method": "ωB97M-V/def2-TZVPD", "orbital_gap_ev": [6.350, 6.391], "relative_energy_ev": 0.615, "e_homo_ev": [-13.307, -13.348], "charge": 2, "multiplicity": 2, "max_force_ev_per_a": 2.978, "species": ["C", "H", "H", "H", "C", "H", "H", "N", "H", "C", "H", "H", "C", "O", "H", "H", "H", "C", "C", "O", "C", "H", "H", "H", "C", "H", "C", "H", "C", "H", "H", "N", "H", "C", "H", "C", "C", "C", "Ce", "H", "H", "H", "N", "H", "H", "O", "H", "H", "C", "C", "H", "H", "C", "C", "H", "H", "C", "N", "H", "H", "C", "H", "C", "O", "C", "C", "O", "H", "C", "C", "H", "C", "H", "C", "H", "C", "H", "O", "C", "H", "C", "H"], "coordinates": [[10.74, 14.65, 12.09], [12.24, 12.50, 5.46], [5.68, 10.47, 7.19], [9.85, 17.00, 14.60], [15.25, 10.51, 15.62], [10.47, 17.69, 10.42], [13.63, 7.38, 11.83], [11.82, 10.95, 6.85], [12.39, 8.25, 13.74], [10.39, 16.94, 11.27], [15.58, 11.51, 15.39], [6.88, 9.97, 6.03], [14.76, 9.83, 14.36], [11.29, 13.53, 11.96], [10.01, 10.31, 14.90], [9.25, 9.87, 6.58], [10.64, 14.17, 6.30], [11.43, 12.13, 6.13], [8.08, 10.10, 11.64], [13.55, 11.03, 12.65], [8.94, 10.16, 7.56], [12.54, 14.71, 7.48], [12.78, 13.02, 7.98], [11.50, 13.37, 9.93], [10.02, 10.45, 8.47], [10.67, 16.05, 8.97], [7.37, 10.00, 9.36], [9.81, 12.29, 16.49], [9.28, 12.28, 15.54], [9.64, 19.17, 13.62], [11.20, 19.30, 12.83], [11.46, 14.10, 9.20], [9.68, 19.46, 11.96], [13.56, 10.54, 13.83], [7.10, 9.62, 11.94], [10.39, 15.19, 13.44], [11.40, 10.57, 8.08], [15.94, 9.68, 13.42], [11.16, 11.45, 12.96], [14.46, 10.66, 16.40], [11.36, 6.44, 12.61], [16.10, 9.94, 15.98], [10.08, 13.03, 14.53], [12.13, 10.50, 8.91], [12.80, 8.13, 10.46], [12.59, 10.75, 14.64], [12.63, 10.47, 6.43], [7.65, 9.51, 13.95], [8.12, 10.54, 13.89], [10.93, 15.25, 9.65], [6.38, 9.82, 9.74], [8.54, 10.23, 15.95], [12.04, 13.83, 7.91], [9.75, 10.45, 9.87], [10.57, 7.73, 11.68], [16.31, 10.70, 13.25], [9.00, 10.79, 15.13], [8.83, 10.55, 12.62], [9.72, 14.88, 15.49], [15.71, 9.25, 12.46], [12.71, 7.33, 11.22], [12.75, 6.37, 10.74], [6.51, 9.79, 7.03], [14.19, 8.54, 14.73], [7.65, 10.04, 7.99], [10.16, 17.43, 12.51], [10.62, 10.83, 10.78], [8.33, 12.80, 15.66], [10.64, 15.56, 10.99], [11.50, 7.41, 12.16], [16.81, 9.22, 13.84], [10.19, 18.93, 12.71], [10.62, 11.76, 5.51], [10.00, 14.34, 14.53], [6.18, 8.74, 7.17], [10.15, 16.57, 13.65], [14.75, 7.86, 14.32], [11.58, 8.45, 13.21], [10.95, 13.33, 6.96], [7.34, 11.26, 13.91], [8.42, 10.13, 10.27], [10.08, 13.03, 7.55]]}

No. 3
{"formula": "C30H41F10GaN3O6P2", "method": "ωB97M-V/def2-TZVPD", "orbital_gap_ev": 7.922, "relative_energy_ev": 0.778, "e_homo_ev": -9.916, "charge": 1, "max_force_ev_per_a": 0.794, "species": ["C", "H", "C", "H", "H", "H", "C", "C", "H", "N", "O", "H", "P", "C", "H", "H", "C", "O", "F", "C", "H", "F", "C", "C", "C", "H", "H", "H", "H", "F", "O", "C", "C", "H", "H", "H", "H", "O", "C", "H", "O", "F", "F", "Ga", "C", "C", "H", "F", "C", "H", "N", "H", "C", "F", "O", "P", "H", "C", "N", "H", "C", "F", "C", "H", "C", "H", "H", "F", "C", "C", "H", "H", "H", "C", "H", "C", "H", "H", "H", "H", "C", "H", "H", "H", "H", "F", "C", "H", "C", "C", "H", "C", "H"], "coordinates": [[-4.02, -1.39, 1.17], [-1.75, 1.82, -5.05], [-1.53, 4.34, -1.43], [-1.35, -3.21, 3.97], [3.90, 1.87, 1.99], [3.92, -1.20, -1.46], [-0.93, -2.07, -0.93], [-0.55, 1.66, 4.93], [-4.18, 1.59, -4.26], [2.07, 0.81, 1.70], [-0.29, 0.61, -0.99], [-4.11, -0.97, -0.94], [-1.44, -0.34, -1.11], [0.58, 3.49, -0.55], [3.83, 0.29, 2.75], [-3.44, -2.31, 1.03], [-0.70, 5.20, 0.62], [0.52, -2.23, 1.38], [-0.30, 2.80, -2.64], [3.98, 2.12, -0.93], [-0.15, -1.90, 3.90], [2.91, 2.21, 4.13], [-0.10, 0.81, 2.75], [-1.51, 0.93, -4.47], [-4.78, 0.77, 0.14], [0.34, -5.94, -2.86], [1.96, -4.05, -3.79], [2.17, -5.12, -1.55], [-3.67, -0.89, 2.08], [-2.46, 4.32, -2.39], [-2.08, -0.38, -2.53], [0.78, 2.02, 5.00], [-3.90, -0.45, 0.00], [-0.68, -4.55, -2.49], [0.56, -4.89, 3.45], [3.16, 4.07, -0.87], [-0.48, 0.99, -4.14], [-2.51, 0.04, -0.05], [-0.42, 3.54, -1.53], [-1.64, 0.05, -5.10], [1.60, -1.17, -0.62], [-2.75, 5.98, -0.25], [-0.84, 5.99, 1.69], [1.50, 0.79, -0.16], [-0.09, -3.26, 2.24], [-0.84, -2.50, 3.31], [-1.68, -2.63, -0.37], [-0.58, 0.22, 1.63], [4.17, 0.21, 0.66], [-0.79, -3.84, 1.63], [3.62, 0.71, -0.62], [-5.83, 0.47, 0.10], [-1.68, 5.19, -0.35], [1.22, 2.63, 6.09], [1.20, -3.71, -0.49], [0.69, -2.28, -0.16], [-1.59, -1.83, 2.87], [3.52, 0.86, 1.86], [1.66, 2.62, -0.69], [-0.88, -2.47, -1.94], [-0.99, 1.05, 3.77], [1.24, 4.34, 1.56], [1.26, 1.13, 2.77], [5.26, 0.34, 0.69], [-2.44, 0.85, -3.28], [3.16, 3.28, 0.70], [-5.06, -1.67, 1.31], [-1.38, 1.89, 5.94], [-3.90, 0.73, -3.66], [1.81, -3.48, -2.88], [5.00, 2.33, -0.60], [1.06, -2.71, -3.08], [-4.55, 0.70, -2.78], [0.11, -5.19, -2.10], [5.17, -0.02, -1.87], [2.99, 3.12, -0.36], [2.75, -2.99, -2.62], [1.72, -3.55, 3.35], [-4.59, 1.26, 1.09], [-2.29, 1.71, -2.63], [1.37, -4.42, -1.77], [3.95, -0.86, 0.69], [3.95, 2.21, -2.02], [3.57, 0.07, -2.63], [1.52, -4.67, 1.98], [-2.26, 0.67, 3.64], [4.10, -0.16, -1.71], [-4.07, -0.17, -4.25], [0.39, 4.35, 0.53], [1.65, 1.77, 3.96], [-4.59, 1.48, -0.67], [1.00, -4.15, 2.78], [-0.26, -5.71, -1.21]]}

No. 4
{"formula": "C30H41F15GeN8O4RbTe", "method": "ωB97M-V/def2-TZVPD", "orbital_gap_ev": [5.294, 3.783], "relative_energy_ev": 2.572, "e_homo_ev": [-1.899, -1.899], "charge": -2, "multiplicity": 2, "max_force_ev_per_a": 2.702, "species": ["F", "H", "H", "C", "Ge", "C", "O", "C", "F", "C", "H", "F", "F", "N", "N", "C", "C", "H", "C", "F", "H", "H", "H", "H", "Te", "C", "H", "H", "H", "H", "C", "H", "C", "O", "H", "F", "Rb", "H", "C", "H", "C", "C", "H", "H", "H", "H", "H", "H", "C", "N", "N", "H", "H", "H", "C", "C", "N", "H", "C", "H", "F", "O", "C", "C", "C", "C", "H", "C", "H", "C", "C", "H", "H", "F", "H", "F", "C", "H", "H", "F", "C", "H", "C", "F", "H", "C", "F", "H", "F", "O", "N", "H", "F", "F", "N", "H", "H", "N", "C", "H", "C"], "coordinates": [[0.18, 6.47, 2.31], [-0.98, -5.08, -0.82], [3.76, -1.20, -3.90], [1.11, 4.32, 2.15], [0.94, -1.70, -3.07], [-1.37, 2.04, 5.53], [-3.17, 0.25, -0.08], [3.01, 0.27, -2.48], [-4.16, -1.83, 2.78], [-3.13, -1.02, -3.30], [-2.50, 4.98, 1.00], [-4.36, 0.48, 3.04], [-5.42, 0.59, 1.03], [-2.17, 5.52, 0.21], [-1.36, 4.67, -0.53], [0.67, 5.37, 2.91], [1.66, 3.11, 2.71], [0.40, 3.75, -2.88], [-1.85, 0.81, 3.45], [-2.74, 2.16, 1.74], [-2.12, 1.50, -4.15], [4.70, 0.31, -3.85], [-0.43, -0.54, -5.41], [3.05, 1.03, 3.36], [-3.82, -0.50, 1.41], [-0.20, 3.87, -1.99], [-1.44, -1.98, -5.28], [4.81, -0.25, -1.36], [0.99, -5.88, -2.12], [-3.35, -0.83, -2.25], [-1.72, -0.58, -3.66], [2.21, -4.71, -2.67], [-1.76, 3.25, 5.00], [1.20, -2.58, -1.46], [1.57, -0.15, 0.99], [-2.60, 4.41, 3.13], [-0.83, -0.06, -0.23], [4.09, 2.13, -2.18], [1.61, -1.08, 4.19], [2.38, -1.86, 4.03], [2.05, -0.28, 1.96], [-1.42, -0.90, -5.12], [2.71, -4.39, -0.25], [2.61, 2.28, -3.15], [-1.91, -2.37, 2.61], [-1.58, 6.28, 0.54], [0.48, -2.69, 2.63], [-3.25, -2.09, -3.49], [0.82, -3.93, -1.19], [-0.43, 2.90, -1.10], [2.06, 2.18, 1.86], [0.54, -4.59, -3.24], [1.51, -3.65, 0.82], [3.11, 0.27, -4.64], [-2.24, 2.08, 2.97], [0.75, 5.33, 4.30], [-0.79, 5.01, -1.66], [2.81, -1.07, 1.85], [-1.57, 0.92, -3.41], [-1.95, 1.17, -2.42], [-0.95, 1.99, 6.81], [-0.84, -1.29, -2.79], [3.69, -0.11, -3.80], [2.78, 1.02, 2.31], [-1.42, 0.87, 4.79], [-1.30, -1.56, 3.01], [-3.86, -0.47, -3.91], [1.16, -4.83, -2.38], [1.34, -5.35, 0.36], [1.28, 4.20, 4.90], [1.65, -4.36, 0.01], [-2.17, -0.44, -5.77], [3.71, 0.99, 1.73], [1.40, 4.16, 6.23], [3.53, -1.50, -1.34], [-1.73, 4.39, 5.72], [-2.20, 3.25, 3.69], [2.49, 2.05, -1.39], [-0.51, 1.19, -3.45], [1.08, 4.46, 0.83], [3.06, 1.78, -2.29], [-1.26, -1.70, 4.08], [-0.67, -4.03, -0.88], [-5.11, -1.68, 0.60], [-1.25, -3.53, -1.65], [0.10, -1.68, 2.42], [-2.73, -2.10, 0.79], [-0.91, -3.55, 0.07], [2.18, 2.08, 4.83], [1.64, -0.08, -2.48], [-1.16, 3.43, -0.17], [0.83, -1.49, 4.83], [0.33, 6.37, 5.03], [-1.06, -0.23, 5.48], [1.03, -0.66, 2.93], [2.06, -0.25, 4.72], [0.03, -1.59, 1.34], [-1.95, -0.29, 2.63], [3.73, -0.42, -1.32], [3.35, -0.04, -0.37], [1.71, 3.13, 4.14]]}

No. 5
{"formula": "C30H41F4IN2O7S", "method": "ωB97M-V/def2-TZVPD", "orbital_gap_ev": 7.229, "e_homo_ev": -8.665, "smiles": "COCCCCCCC[C@@]1(I)[C@@H](N=C=O)[C@](CC(=O)F)(C(F)(F)F)[C@@](CCCCNC(C)=O)(CCc2ccccc2)OS1(=O)=O", "max_force_ev_per_a": 11.474, "species": ["H", "C", "H", "C", "H", "H", "O", "H", "H", "S", "H", "F", "H", "C", "C", "H", "C", "H", "H", "C", "C", "H", "H", "H", "H", "H", "C", "H", "C", "H", "H", "O", "C", "O", "F", "O", "C", "H", "N", "C", "H", "C", "H", "N", "H", "C", "H", "C", "H", "C", "H", "H", "H", "C", "C", "O", "H", "H", "C", "C", "C", "F", "H", "I", "H", "H", "H", "H", "O", "H", "H", "C", "H", "H", "C", "C", "H", "C", "F", "C", "C", "H", "O", "C", "C", "C"], "coordinates": [[-1.35, 3.32, -1.33], [-0.29, -4.30, 2.64], [0.73, -2.57, -0.64], [1.70, -2.14, -0.10], [-6.04, 1.81, -3.01], [-6.98, -1.14, -3.20], [-5.85, -1.22, -0.36], [0.66, -4.21, 3.35], [-4.51, 0.88, -5.47], [-0.33, 0.69, -0.27], [4.22, -1.62, 3.70], [5.13, 2.40, -0.56], [-4.67, -1.46, 1.40], [3.45, 0.34, 1.21], [-4.80, -0.69, 0.52], [3.51, -5.18, 1.11], [1.80, -0.99, 6.81], [-5.20, 0.31, 1.01], [-2.60, 2.16, -4.66], [2.38, -0.85, -0.83], [2.52, -4.52, 1.05], [-6.65, 0.89, -4.53], [1.45, -2.00, 1.04], [3.36, -0.79, 1.60], [2.90, 4.25, -0.75], [-3.80, -0.42, -0.03], [-2.74, 1.81, -2.30], [-1.17, 3.06, -3.28], [-6.06, -0.56, -2.77], [-5.56, 0.88, -1.07], [-0.65, -3.21, 2.44], [1.55, 3.31, -5.43], [1.26, 0.50, 6.36], [-0.96, -5.12, 0.28], [4.50, 0.79, -2.31], [0.50, 3.49, 1.69], [2.88, -1.73, 5.81], [-5.13, -1.27, -2.76], [1.40, -5.50, 0.75], [-3.40, 2.01, -3.82], [2.43, -4.00, 2.10], [2.30, 0.58, 0.03], [3.28, -2.79, 6.19], [1.31, 3.47, -2.69], [3.27, 3.38, 0.86], [2.79, -3.41, -0.14], [2.01, 1.45, -3.06], [0.00, 1.45, -1.94], [-3.79, -0.25, -4.15], [-6.27, -0.08, -1.19], [1.39, -1.44, 7.82], [2.55, 2.14, 2.49], [1.33, 2.20, 4.65], [0.04, -4.99, 1.18], [1.49, 2.06, -2.16], [-1.42, 1.47, 0.58], [0.52, 1.04, 7.10], [-3.48, 2.41, -1.58], [-4.36, 0.76, -4.29], [3.26, 1.22, 2.57], [1.46, 3.49, -4.08], [0.33, 4.89, -0.24], [3.55, -1.09, -0.86], [-0.33, 0.01, -3.63], [1.66, -6.38, 1.29], [-4.10, 2.97, -3.77], [3.90, -3.07, -0.03], [2.62, -3.96, -1.16], [1.02, 0.56, 0.74], [-1.07, -4.98, 3.19], [2.09, -0.70, -1.96], [2.55, 1.92, -0.90], [-7.41, 0.20, -1.09], [-2.76, 0.71, -1.92], [4.09, 1.99, -1.57], [-5.86, 0.82, -3.64], [4.34, 1.67, 2.81], [2.85, 0.38, 3.92], [4.22, 3.09, -2.59], [2.51, 3.35, -0.06], [-1.24, 2.54, -2.20], [4.57, 0.34, 0.77], [-1.06, -0.68, -0.55], [1.77, 1.13, 4.94], [3.42, -1.08, 4.38], [1.08, 3.82, 0.53]]}

Number 1: E_tot -168792.5814 eV. Number 2: E_tot -62938.6353 eV. Number 3: E_tot -146659.7452 eV. Number 4: E_tot -157111.4841 eV. Number 5: E_tot -78867.3693 eV.